(1)
ORCA calculation (wB97M-V/def2-TZVPD) on a cluster of 3 separate species, C34H76B2N7O8 in total.

- spin multiplicity = 1
- orbital gap (eV) = 5.7
- total charge = +1
- energy (a.u.) = -2375.68263
- E_HOMO (eV) = -9.55

Structure (XYZ):
```
127
Properties=species:S:1:pos:R:3:forces:R:3:lowdin_charge:R:1
C -1.20613 -0.63712 4.05896 -0.361 -0.558 -0.733 0.053
C -1.53187 -1.47681 2.99109 -0.009 0.120 -0.339 -0.128
C -1.19076 -1.16124 1.52255 -2.336 0.308 1.781 -0.093
N -2.15573 -0.20395 0.86741 1.574 0.517 -2.457 0.054
C -3.04746 -0.79400 0.06485 -0.657 -0.244 0.763 -0.275
N -3.80287 -1.72772 0.60045 -0.316 -0.717 -0.540 0.317
B -4.87125 -2.49567 -0.11706 -0.440 -1.021 -0.597 -0.659
O -4.87698 -3.86621 0.10344 -0.138 0.694 1.018 0.181
O -5.81751 -1.94430 -0.90945 0.365 0.696 0.825 0.093
C -7.15408 -1.97036 -0.36058 -0.769 0.420 -0.731 -0.194
C -7.55657 -0.60646 0.20226 0.390 -0.546 -0.147 -0.054
N -3.30876 -0.50363 -1.27452 -0.327 1.005 0.053 -0.078
N -2.46666 -1.19563 -2.19665 0.265 -0.407 0.357 0.155
C -3.29607 0.97236 -1.53465 0.297 -0.519 0.252 -0.215
C -4.49999 1.52939 -0.72434 -0.330 0.142 -0.354 -0.083
C -5.37022 2.61835 -1.37139 -0.040 0.466 0.573 -0.156
C -4.68052 3.99751 -1.57452 -1.266 -0.530 0.835 -0.072
C -5.79648 5.04005 -1.67914 1.245 -0.800 1.615 -0.548
O -6.03911 5.65258 -2.63886 -0.757 1.139 -2.524 0.172
O -6.51342 5.25524 -0.54017 0.267 -0.037 0.356 0.099
B -3.49878 1.04605 -3.15610 0.228 -0.328 -0.766 -0.549
N -2.46134 1.43336 -4.11149 -0.308 0.053 0.771 0.182
O -4.71253 0.66234 -3.69171 -0.319 0.961 1.110 0.152
C -1.89247 1.45187 -1.06961 -0.366 0.041 -0.641 -0.161
C -1.56455 2.92680 -1.33738 0.807 -0.114 0.171 -0.144
O -0.15944 3.09814 -1.10572 -0.165 0.217 -0.021 -0.120
C 0.58151 2.95292 -2.29360 0.760 -0.375 -0.560 -0.193
C 2.02391 2.53723 -2.03257 -1.096 -0.006 0.243 -0.172
O 2.00829 1.25967 -1.41496 0.291 0.029 -0.388 -0.147
C 3.26258 0.60315 -1.52910 0.306 -0.746 0.092 -0.170
C 3.10914 -0.93328 -1.59486 0.549 0.617 0.289 -0.172
O 3.31134 -1.49147 -0.30416 -0.700 -0.241 -0.411 -0.140
C 2.20097 -1.23499 0.53321 -0.027 0.452 0.644 -0.272
C 2.45035 -0.11901 1.57577 -0.467 -0.072 -0.113 -0.061
C -1.54566 1.06189 0.38004 -0.015 1.568 0.710 -0.182
C -1.87098 2.16476 1.45628 0.581 -0.826 0.275 -0.171
C -0.61208 2.85846 2.00659 -1.039 0.491 0.490 -0.071
H -1.81486 0.24830 4.25679 1.576 1.220 -1.071 0.067
H -0.34437 -0.87803 4.68374 -1.461 -0.842 1.498 0.050
H -2.09861 -2.40031 3.15357 2.082 -1.067 0.336 0.093
H -1.18532 -2.09347 0.95070 -0.055 -0.018 0.216 0.129
H -0.17181 -0.78802 1.54466 -0.293 0.536 -0.365 0.085
H -3.66635 -1.96093 1.57921 0.332 -0.013 -0.154 0.153
H -5.40632 -4.07658 0.88805 0.186 -0.536 -0.301 0.119
H -7.28877 -2.78031 0.36477 0.170 0.083 -0.026 0.120
H -7.82589 -2.16767 -1.19841 0.139 -0.261 0.056 0.132
H -8.58277 -0.70059 0.56368 0.112 0.215 0.119 0.089
H -6.88238 -0.28884 1.00337 -0.208 -0.003 0.063 0.079
H -7.52149 0.13445 -0.59801 -0.055 -0.009 0.075 0.079
H -2.99807 -1.91345 -2.68367 -0.117 0.061 0.164 0.122
H -1.70882 -1.64543 -1.68924 0.212 0.035 -0.378 0.109
H -4.21460 1.89808 0.26818 0.250 -0.047 -0.184 0.116
H -5.16892 0.68826 -0.52153 0.056 -0.029 -0.187 0.100
H -6.17419 2.82091 -0.65340 0.053 -0.188 -0.031 0.117
H -5.89932 2.28790 -2.26491 0.326 -0.081 -0.086 0.116
H -4.02323 4.03407 -2.43899 0.049 0.222 0.097 0.120
H -4.17479 4.21811 -0.62613 0.444 -0.004 -0.336 0.112
H -5.96339 5.06184 0.23239 -0.281 -0.143 -0.045 0.113
H -2.46166 2.41980 -4.34703 0.207 -0.194 -0.443 0.085
H -1.54030 1.11024 -3.84200 0.085 0.454 -0.002 0.056
H -5.07055 1.37444 -4.24292 0.088 -0.619 -0.531 0.121
H -1.17557 0.91230 -1.70530 -0.155 -0.070 0.050 0.133
H -1.74242 3.22861 -2.37123 -0.426 -0.221 0.083 0.111
H -2.09904 3.61871 -0.68965 0.097 -0.062 0.046 0.110
H 0.61641 3.87115 -2.90105 -0.236 0.060 0.263 0.140
H 0.16827 2.16434 -2.94008 -0.171 0.063 0.168 0.114
H 2.48753 2.43874 -3.02084 0.242 0.339 0.154 0.131
H 2.50086 3.29899 -1.40409 0.287 -0.186 -0.115 0.140
H 3.87887 0.80128 -0.64321 -0.016 0.137 -0.129 0.130
H 3.84370 0.93168 -2.40013 -0.370 0.194 -0.057 0.125
H 3.88887 -1.34513 -2.23964 -0.025 -0.005 0.120 0.115
H 2.13350 -1.21737 -2.01136 0.056 0.074 0.050 0.125
H 1.93880 -2.15854 1.06211 0.146 -0.032 -0.181 0.119
H 1.33461 -0.91407 -0.06305 0.090 -0.312 -0.120 0.089
H 1.91157 0.79712 1.31058 0.145 -0.037 -0.065 0.055
H 3.50499 0.14399 1.65720 -0.030 -0.262 0.135 0.083
H 2.05846 -0.44915 2.54316 0.289 0.178 0.081 0.063
H -0.45690 0.97575 0.41364 -0.113 -0.329 -0.069 0.129
H -2.29358 1.64037 2.32136 -0.164 -0.020 -0.207 0.098
H -2.63550 2.86932 1.13049 0.178 0.048 -0.030 0.089
H -0.94370 3.35527 2.92747 0.256 0.062 -0.066 0.076
H -0.22647 3.64162 1.35629 0.289 -0.339 -0.124 0.074
H 0.13492 2.12503 2.31907 0.128 0.119 -0.292 0.066
C 2.26289 -0.40459 6.34405 -0.041 0.047 0.090 -0.085
C 3.15310 0.74446 5.89369 -0.068 -0.098 0.165 -0.268
N 2.43898 1.78347 5.17245 0.050 0.094 -0.451 -0.198
C 3.32454 2.73464 4.51335 0.196 0.001 -0.148 -0.254
C 4.21896 3.60651 5.39911 0.042 0.155 -0.064 -0.080
C 1.29626 2.36843 5.84720 -0.375 -0.151 0.187 -0.258
C 1.50901 3.03261 7.21202 -0.066 0.117 0.011 -0.075
H 1.72524 -0.83879 5.49732 0.027 0.038 -0.010 0.050
H 2.87279 -1.18976 6.79227 -0.004 0.012 -0.016 0.078
H 1.53608 -0.09147 7.09547 -0.014 -0.020 -0.025 0.070
H 3.91404 0.32617 5.22886 0.028 0.195 -0.069 0.119
H 3.68611 1.14053 6.77004 0.038 -0.066 0.030 0.104
H 2.72967 3.38476 3.86391 -0.139 -0.044 0.103 0.108
H 3.96986 2.17272 3.82938 -0.032 -0.133 0.093 0.104
H 3.65733 4.40130 5.88771 0.006 -0.046 0.067 0.058
H 4.98167 4.09079 4.78541 -0.014 -0.028 -0.005 0.074
H 4.73906 3.02725 6.16255 -0.031 -0.012 -0.008 0.070
H 0.54186 1.58371 5.97069 0.072 -0.054 0.021 0.090
H 0.82711 3.08937 5.17079 0.159 0.015 -0.075 0.105
H 2.14451 2.43849 7.87001 0.012 -0.015 -0.032 0.071
H 0.54638 3.15416 7.71345 0.007 -0.022 -0.014 0.074
H 1.94271 4.02656 7.11722 0.092 -0.044 0.047 0.058
C 6.56328 -3.47486 -5.77340 0.035 -0.029 -0.017 -0.088
C 5.63301 -3.64178 -4.58075 0.200 -0.047 -0.061 -0.276
N 4.46181 -4.45049 -4.86748 -0.308 0.071 0.002 -0.198
C 3.45052 -4.38214 -3.82751 -0.116 0.108 0.114 -0.254
C 3.80545 -4.93735 -2.44371 -0.150 -0.045 0.112 -0.083
C 4.72170 -5.77681 -5.40541 0.204 -0.123 -0.252 -0.245
C 5.58580 -6.73298 -4.57508 -0.058 -0.138 -0.010 -0.082
H 6.02956 -3.06799 -6.63368 -0.033 -0.060 0.009 0.080
H 7.36805 -2.78354 -5.51853 -0.012 -0.017 0.018 0.074
H 7.02757 -4.41743 -6.06592 -0.010 0.019 -0.016 0.066
H 5.29623 -2.64257 -4.28605 -0.153 -0.085 0.084 0.108
H 6.21367 -4.03888 -3.73439 0.049 0.062 0.027 0.102
H 2.54144 -4.87727 -4.18279 0.099 -0.081 -0.102 0.111
H 3.16710 -3.32981 -3.70617 0.130 0.038 -0.068 0.092
H 3.80488 -6.02619 -2.43045 0.086 0.004 -0.011 0.056
H 3.05839 -4.61198 -1.71436 0.023 0.031 -0.013 0.064
H 4.77497 -4.58492 -2.09022 -0.003 -0.002 -0.026 0.069
H 5.19387 -5.65784 -6.38405 0.032 0.099 0.051 0.102
H 3.76661 -6.26098 -5.62597 -0.077 0.130 0.129 0.115
H 6.46677 -6.24292 -4.15816 -0.017 0.026 -0.009 0.068
H 5.93822 -7.54981 -5.20821 -0.002 0.024 -0.007 0.074
H 5.02377 -7.18588 -3.75957 0.066 0.052 0.067 0.054
```
Forces are in eV/Å.

(2)
ORCA calculation (wB97M-V/def2-TZVPD) on an isolated molecule of C19H19N9O.

- spin multiplicity = 1
- orbital gap (eV) = 8.6
- relative energy (zero: lowest compared OMol25 entry of this formula, charge and spin) (kJ/mol) = 12.49
- energy (a.u.) = -1303.43950
- E_HOMO (eV) = -8.53

Structure (XYZ):
```
48
Properties=species:S:1:pos:R:3:forces:R:3:lowdin_charge:R:1
C -6.81897 -2.93726 0.73970 -0.056 0.244 0.100 -0.117
C -6.69453 -1.45482 1.06622 -0.060 -0.175 0.008 -0.216
C -5.47777 -0.76599 0.50552 -0.057 0.102 0.047 -0.236
C -4.46282 -1.43209 -0.16822 -0.075 0.069 0.045 -0.036
C -3.36749 -0.74508 -0.65837 0.078 0.177 0.000 -0.017
C -3.26198 0.63011 -0.48398 -0.284 -0.106 0.149 -0.217
N -2.12738 1.26696 -1.01483 0.014 -0.493 -0.184 0.131
C -1.76082 2.55642 -0.90145 0.639 0.074 -0.268 -0.450
O -2.35787 3.44403 -0.34043 -0.166 0.244 0.072 0.081
C -0.42601 2.85685 -1.63769 -0.976 0.664 -0.056 -0.014
N 0.58407 1.89112 -1.35832 0.850 -0.688 0.099 -0.181
N 0.49820 0.63125 -1.72014 -0.556 0.141 -0.504 0.064
N 1.54756 0.03459 -1.27883 0.254 -0.219 -0.016 0.097
C 2.28299 0.96300 -0.63658 -0.834 0.551 -0.340 -0.269
C 3.57235 0.75396 -0.01267 0.544 -0.211 0.218 -0.101
C 4.21179 1.84898 0.56984 -0.049 -0.172 -0.002 -0.012
C 5.47471 1.73197 1.10954 -0.006 -0.080 -0.038 -0.027
C 6.15583 0.51845 1.07408 -0.156 0.000 -0.131 -0.259
C 7.52709 0.38550 1.65436 0.008 -0.028 0.086 -0.043
C 5.52094 -0.57811 0.50863 -0.074 0.105 0.015 0.036
C 4.24019 -0.47604 -0.01591 0.399 0.679 0.275 -0.144
N 3.67108 -1.64027 -0.55388 -1.186 -0.921 0.121 -0.071
C 2.49747 -2.26325 -0.28577 0.660 -0.040 -0.042 -0.164
N 2.44648 -3.36177 -0.98765 -1.069 0.050 0.676 0.022
N 3.57430 -3.40704 -1.68725 0.418 -0.678 -0.685 -0.049
N 4.31313 -2.41430 -1.44161 1.154 0.728 -0.272 0.051
N 1.67299 2.14999 -0.68176 0.475 0.096 0.321 0.194
C -4.26934 1.31102 0.19067 0.018 0.194 0.027 -0.005
C -5.35660 0.61086 0.67373 0.104 -0.214 -0.089 -0.034
H -7.74350 -3.32787 1.15920 -0.037 -0.086 0.004 0.070
H -5.99139 -3.50117 1.16360 0.070 -0.117 -0.007 0.073
H -6.84021 -3.09559 -0.33607 0.016 -0.092 -0.102 0.076
H -6.68592 -1.32922 2.15366 -0.078 0.038 -0.033 0.117
H -7.58155 -0.93260 0.69518 0.010 0.010 0.086 0.115
H -4.51327 -2.49802 -0.32058 -0.029 -0.132 -0.013 0.103
H -2.58592 -1.28000 -1.18000 0.088 -0.063 -0.065 0.113
H -1.48523 0.64278 -1.50021 -0.180 0.273 0.123 0.105
H -0.63032 2.86924 -2.71275 0.119 0.022 0.111 0.140
H -0.06461 3.83438 -1.31584 -0.073 -0.239 -0.043 0.137
H 3.69464 2.79554 0.57508 -0.005 0.096 0.016 0.111
H 5.94697 2.59563 1.55311 0.057 0.097 0.037 0.116
H 8.10283 -0.36531 1.11925 0.089 -0.025 -0.006 0.082
H 8.05642 1.33426 1.61937 0.083 0.028 0.007 0.080
H 7.45779 0.07619 2.69775 0.074 -0.014 0.061 0.090
H 6.02058 -1.53447 0.46308 0.017 -0.092 -0.001 0.124
H 1.76504 -1.91681 0.40907 -0.151 0.104 0.141 0.118
H -4.19704 2.37591 0.33366 0.009 0.032 -0.005 0.100
H -6.13492 1.14810 1.19649 -0.091 0.067 0.055 0.116
```
Forces are in eV/Å.

(3)
ORCA calculation (wB97M-V/def2-TZVPD) on an isolated molecule of C4H8N2.

- spin multiplicity = 1
- orbital gap (eV) = 8.9
- relative energy (zero: lowest compared OMol25 entry of this formula, charge and spin) (kJ/mol) = 398.18
- energy (a.u.) = -266.57034
- E_HOMO (eV) = -8.01

Structure (XYZ):
```
14
Properties=species:S:1:pos:R:3:forces:R:3:lowdin_charge:R:1
C 2.85283 -0.04079 -0.02005 -1.585 -1.658 0.789 -0.122
C 1.40111 -0.03316 0.24276 -5.026 2.478 0.029 -0.070
C 0.19096 0.37482 0.20860 4.712 -2.984 0.574 -0.085
N -1.15424 0.31473 0.25327 -0.524 -0.433 1.374 -0.325
C -1.83083 0.31007 -0.97797 -1.446 3.090 -2.718 -0.133
N -1.81056 -0.52468 1.22625 1.590 0.351 2.456 0.031
H 3.26749 -0.97158 0.45816 0.056 1.078 -0.768 0.093
H 2.75812 -0.09797 -1.08762 1.196 -0.248 -0.737 0.067
H 3.31179 0.86454 0.29277 0.667 0.587 0.326 0.057
H -1.85111 -0.56424 -1.59563 0.178 -1.335 0.224 0.058
H -2.94752 0.69772 -0.96856 2.335 -0.588 0.463 0.116
H -1.20759 1.01805 -1.61562 -1.134 -0.497 0.540 0.099
H -1.77529 0.03587 2.15510 -0.161 -1.287 -1.985 0.114
H -1.20516 -1.38337 1.42854 -0.860 1.446 -0.567 0.100
```
Forces are in eV/Å.

(4)
ORCA calculation (wB97M-V/def2-TZVPD) on a structure of composition C13H33ClGdIN2OP2S.

- spin multiplicity = 8
- orbital gap (alpha / beta) (eV) = 3.9 / 5.0
- relative energy (zero: lowest compared OMol25 entry of this formula, charge and spin) (kJ/mol) = 405.37
- total charge = +2
- energy (a.u.) = -3303.50133
- E_HOMO (alpha / beta) (eV) = -12.46 / -12.94

Structure (XYZ):
```
55
Properties=species:S:1:pos:R:3:forces:R:3:lowdin_spin:R:1
C 0.10124 0.50399 -4.97574 0.451 -0.211 -3.021 -0.004
C 0.42930 -0.12627 -3.65115 -4.380 7.680 4.760 -0.008
H 0.07126 1.60332 -4.83217 0.362 -0.839 0.217 0.000
H -0.94873 0.27177 -5.32827 1.275 -0.404 0.409 -0.001
H 0.84222 0.31955 -5.80560 -0.954 -0.201 0.748 0.000
O 0.29773 0.84072 -2.76323 2.018 -3.131 -2.787 0.097
I 0.86441 -3.51933 -2.44153 1.635 -4.355 0.760 0.692
Gd -1.41751 0.10976 0.98966 -0.146 -1.180 -2.718 6.437
P 2.69696 -0.21749 -1.56869 -0.060 -1.432 -0.882 -0.014
C 3.62618 0.90087 -0.52912 0.144 0.169 0.195 -0.001
C 3.70697 -1.76017 -1.43335 -0.164 0.271 0.318 -0.001
H 4.73404 -1.47190 -1.70723 -0.182 -0.523 0.302 0.000
H 4.42589 -0.01530 -3.28861 -0.667 0.229 -0.233 -0.001
H 3.30760 -2.56794 -2.08347 0.583 0.764 0.521 0.004
H 2.84946 -0.56092 -4.00075 0.395 0.425 0.341 0.000
H 3.35830 0.65033 0.49974 0.267 0.111 0.101 0.000
H 3.61687 -2.06588 -0.38109 0.399 -0.285 -0.289 0.000
C 3.32856 0.15257 -3.28982 -0.389 0.437 0.337 -0.005
H 4.69067 0.78791 -0.69510 0.302 0.255 0.175 0.000
H 3.06472 1.19446 -3.56793 0.294 -0.638 -0.056 0.000
H 3.28498 1.91457 -0.72063 0.161 0.189 0.039 0.000
P -2.83956 -0.16899 -1.72668 0.374 -1.392 -0.189 -0.023
C -3.64182 0.87385 -0.46968 -1.018 0.152 0.242 -0.041
C -3.54376 0.20204 -3.40020 -0.074 0.680 -0.144 -0.003
H -3.32826 -2.55227 -2.10045 -0.189 0.325 0.324 0.000
H -4.79659 -1.56225 -1.75373 0.153 -0.395 0.288 0.000
H -3.68302 -2.05792 -0.40221 -0.207 -0.135 -0.384 -0.002
C -3.75592 -1.76015 -1.46183 0.262 0.435 0.057 -0.002
H -3.13170 -0.51960 -4.13933 -0.102 0.384 0.650 0.000
H -4.65239 0.07882 -3.39490 0.777 0.167 0.115 -0.001
H -4.69943 0.95246 -0.71545 -0.201 0.317 0.415 -0.001
H -3.18708 1.87502 -0.43131 -0.197 -0.091 0.116 -0.006
H -3.27933 1.22794 -3.72598 -0.187 -0.578 0.123 0.000
H -3.61048 0.38465 0.55493 -0.693 0.487 -0.941 -0.029
Cl -0.27300 -1.44772 -2.81846 -1.335 1.275 -1.860 0.201
C 0.44559 2.54638 4.52549 0.057 0.765 0.803 -0.003
C -0.66480 1.53111 4.66143 -0.132 -0.822 0.560 -0.007
N -1.07148 0.84963 3.34015 -0.216 -0.031 1.676 -0.034
C 0.11419 0.78585 2.61292 0.815 3.558 -1.314 -0.155
S 0.38290 2.15888 1.54394 -0.048 -2.772 0.232 0.005
N 0.75156 -0.39575 2.60866 1.772 -0.021 0.778 -0.043
C 0.90957 -1.17714 3.91116 -0.174 -0.589 1.128 -0.006
C -0.35656 -1.99547 4.13940 0.180 -0.487 -0.353 -0.009
H 1.44092 2.09837 4.46881 -0.106 -0.001 -0.080 -0.001
H 0.40981 3.13788 5.44437 0.164 -0.091 0.040 0.000
H 0.33703 3.26616 3.70859 -0.155 -0.224 0.344 0.001
H -0.36993 0.71464 5.32903 -0.190 0.342 0.012 0.000
H -1.57663 1.96840 5.04381 -0.158 0.091 0.100 -0.002
H -1.84196 1.45884 3.02198 1.063 0.365 -0.465 -0.020
H 1.63313 -0.40157 2.06968 -0.646 0.248 0.134 -0.004
H 1.79153 -1.84824 3.91179 -0.436 0.479 -0.865 0.000
H 1.13854 -0.51029 4.77404 -0.310 -0.008 -0.921 0.000
H -0.41432 -2.68498 3.29055 -0.265 -0.017 0.035 -0.004
H -0.35105 -2.64553 5.03050 0.155 0.622 -0.205 0.000
H -1.21684 -1.32768 4.12302 -0.075 -0.368 0.312 -0.003
```
Forces are in eV/Å.

Q: Look up the spin multiplicity of the fourth one.
A: 8